# 1
Here is 12 unconnected molecules or ions with the total composition C14H52O14 at a distorted geometry from the Open Molecules 2025 dataset. Energies are from ωB97M-V with the def2-TZVPD basis set.

Each atom is followed by the atoms it is bonded to, with distances in Å.
Geometry (Å):
1 C 9.9411 8.0125 14.8097  O2 1.415, H3 1.077, H4 1.070, H5 1.060
2 O 10.3726 7.1797 13.7498  C1 1.415, H6 1.004
3 H 10.4748 7.7448 15.7060  C1 1.077
4 H 10.2259 9.0382 14.7004  C1 1.070
5 H 8.8925 8.0420 14.9626  C1 1.060
6 H 11.2408 7.5024 13.3616  O2 1.004
7 C 6.9229 14.1235 10.1749  O8 1.423, H9 1.086, H10 1.035, H11 1.055
8 O 7.9721 14.6136 11.0017  C7 1.423, H12 0.958
9 H 6.1564 14.8853 10.0633  C7 1.086
10 H 7.3145 13.8590 9.2541  C7 1.035
11 H 6.5139 13.2746 10.6489  C7 1.055
12 H 8.3768 15.3048 10.4754  O8 0.958
13 C 8.9763 11.2755 10.1625  O14 1.405, H15 1.072, H16 1.113, H17 1.057
14 O 9.6931 12.3248 10.7629  C13 1.405, H18 0.963
15 H 9.0320 11.4286 9.1027  C13 1.072
16 H 9.4487 10.2861 10.3524  C13 1.113
17 H 8.0265 11.0745 10.5816  C13 1.057
18 H 9.1523 13.1054 10.9245  O14 0.963
19 C 9.9335 6.7586 10.2834  O20 1.401, H21 1.159, H22 1.087, H23 1.126
20 O 9.3719 7.8146 11.0135  C19 1.401, H24 1.033
21 H 10.9928 6.3803 10.5624  C19 1.159
22 H 9.3166 5.8652 10.3340  C19 1.087
23 H 9.9467 7.0333 9.1913  C19 1.126
24 H 9.3758 7.5192 12.0030  O20 1.033
25 C 14.2545 13.0997 7.4810  O26 1.413, H27 1.097, H28 1.099, H29 1.054
26 O 15.5866 12.6398 7.5793  C25 1.413, H30 1.016
27 H 14.1373 13.9758 6.8313  C25 1.097
28 H 13.6622 12.2467 7.1221  C25 1.099
29 H 13.8703 13.2998 8.4419  C25 1.054
30 H 16.2274 13.4084 7.7579  O26 1.016
31 C 15.5292 11.5161 10.8229  O32 1.405, H33 1.099, H34 1.059, H35 1.066
32 O 15.6101 10.8541 9.5860  C31 1.405, H36 0.993
33 H 16.3782 12.1878 11.0149  C31 1.099
34 H 14.6644 12.1217 10.7441  C31 1.059
35 H 15.4228 10.8481 11.6472  C31 1.066
36 H 15.5606 11.5294 8.8591  O32 0.993
37 C 13.4817 15.2821 11.1950  O38 1.459, H39 1.107, H40 1.076, H41 1.083
38 O 12.2893 16.0552 10.8628  C37 1.459, H42 0.965
39 H 14.0631 15.2581 10.2538  C37 1.107
40 H 14.0926 15.7786 11.9292  C37 1.076
41 H 13.2232 14.2905 11.5466  C37 1.083
42 H 11.6168 15.9775 11.5501  O38 0.965
43 C 10.7270 14.9789 7.6851  O44 1.398, H45 1.074, H46 1.100, H47 1.120
44 O 10.1023 15.4996 8.8227  C43 1.398, H48 0.981
45 H 9.8786 14.8436 7.0405  C43 1.074
46 H 11.3568 15.7435 7.2078  C43 1.100
47 H 11.2544 14.0006 7.8203  C43 1.120
48 H 10.8064 15.7586 9.4541  O44 0.981
49 C 15.7967 9.1843 6.9524  O50 1.368, H51 1.096, H52 1.111, H53 1.038
50 O 14.9440 8.8909 7.9811  C49 1.368, H54 0.953
51 H 15.8022 10.2326 6.6336  C49 1.096
52 H 16.8363 8.9019 7.2251  C49 1.111
53 H 15.5728 8.5425 6.1682  C49 1.038
54 H 15.0809 9.5757 8.6292  O50 0.953
55 C 11.5321 9.0595 7.3607  O56 1.453, H57 1.134, H58 1.099, H59 1.109
56 O 12.5340 10.0258 7.7781  C55 1.453, H60 0.988
57 H 11.1255 9.4235 6.3671  C55 1.134
58 H 11.8625 8.0319 7.1548  C55 1.099
59 H 10.7122 8.9882 8.1040  C55 1.109
60 H 13.3602 9.4958 7.6675  O56 0.988
61 C 14.1687 8.1608 11.4452  C62 1.545, O64 1.428, H65 1.063, H66 1.076
62 C 13.9700 7.4609 12.8078  C61 1.545, O63 1.360, H67 1.057, H68 1.069
63 O 12.8302 6.7220 12.7411  C62 1.360, H69 0.978
64 O 13.8223 7.2229 10.4260  C61 1.428, H70 0.989
65 H 15.1713 8.4771 11.2864  C61 1.063
66 H 13.4496 8.9612 11.4422  C61 1.076
67 H 13.8129 8.1927 13.5534  C62 1.057
68 H 14.7875 6.8259 13.0735  C62 1.069
69 H 12.7994 6.2548 11.8819  O63 0.978
70 H 13.9716 7.7070 9.5769  O64 0.989
71 C 12.9926 12.7509 14.2826  C72 1.551, O74 1.437, H75 1.084, H76 1.091
72 C 12.9180 11.2021 14.2788  C71 1.551, O73 1.425, H77 1.194, H78 1.098
73 O 11.5950 10.7235 14.0554  C72 1.425, H79 0.991
74 O 14.3530 13.1894 14.4309  C71 1.437, H80 0.973
75 H 12.3395 13.1564 15.0465  C71 1.084
76 H 12.7125 13.1062 13.2902  C71 1.091
77 H 13.1460 10.8323 15.3911  C72 1.194
78 H 13.6571 10.8352 13.5549  C72 1.098
79 H 11.2876 11.0029 13.1562  O73 0.991
80 H 14.7603 12.7938 15.2205  O74 0.973

Results
SMILES: OCCO.OCCO.CO.CO.CO.CO.CO.CO.CO.CO.CO.CO
ΔE to the lowest compared entry with this formula, charge and spin: 24.42 kcal per mole
HOMO level: -9.47 eV

***

# 2
Here is 12 unconnected molecules or ions with the total composition C14H52O19 at a distorted geometry from the Open Molecules 2025 dataset. Energies are from ωB97M-V with the def2-TZVPD basis set.

Each atom is followed by the atoms it is bonded to, with distances in Å.
Geometry (Å):
1 C -3.0643 1.6730 3.5506  C2 1.516, O4 1.445, H5 1.146, H6 1.087
2 C -3.7113 0.3641 3.1420  C1 1.516, O3 1.434, H7 1.106, H8 1.064
3 O -2.8782 -0.7936 3.2855  C2 1.434, H9 0.970
4 O -1.8086 1.9747 2.9019  C1 1.445, H10 0.947
5 H -2.8559 1.7569 4.6747  C1 1.146
6 H -3.8373 2.4238 3.4077  C1 1.087
7 H -4.0083 0.3872 2.0770  C2 1.106
8 H -4.5369 0.2309 3.8004  C2 1.064
9 H -2.1095 -0.6483 2.7123  O3 0.970
10 H -1.8792 2.0156 1.9580  O4 0.947
11 C -1.6978 1.2785 -4.6084  C12 1.542, O14 1.422, H15 1.102, H16 1.070
12 C -2.8168 0.2747 -4.2652  C11 1.542, O13 1.409, H17 1.110, H18 1.094
13 O -3.6287 0.8049 -3.2433  C12 1.409, H19 0.957
14 O -2.2575 2.5703 -4.8116  C11 1.422, H20 0.947
15 H -1.1210 0.8838 -5.4605  C11 1.102
16 H -0.9781 1.2785 -3.8165  C11 1.070
17 H -2.4936 -0.7427 -3.9604  C12 1.110
18 H -3.4099 0.2787 -5.1845  C12 1.094
19 H -3.5819 1.7412 -3.4370  O13 0.957
20 H -1.9667 3.1535 -4.1242  O14 0.947
21 C 2.7112 0.5802 4.6276  C22 1.530, O24 1.426, H25 1.108, H26 1.083
22 C 1.2742 0.2384 4.2294  C21 1.530, O23 1.468, H27 1.109, H28 1.134
23 O 1.2103 0.8795 2.9103  C22 1.468, H29 0.964
24 O 3.5770 -0.0450 3.6828  C21 1.426, H30 0.948
25 H 3.0616 0.1538 5.5880  C21 1.108
26 H 2.7729 1.6583 4.7074  C21 1.083
27 H 0.4677 0.5972 4.9004  C22 1.109
28 H 1.1961 -0.8883 4.1237  C22 1.134
29 H 0.3719 0.6678 2.4845  O23 0.964
30 H 3.0365 0.0010 2.9058  O24 0.948
31 C 3.5194 2.1399 -0.4375  C32 1.501, O34 1.451, H35 1.117, H36 1.067
32 C 3.5573 0.9333 -1.3287  C31 1.501, O33 1.405, H37 1.082, H38 1.108
33 O 3.3102 -0.2872 -0.6772  C32 1.405, H39 0.976
34 O 3.5198 3.4155 -1.1285  C31 1.451, H40 0.986
35 H 4.4510 2.2311 0.1723  C31 1.117
36 H 2.6436 2.0939 0.1705  C31 1.067
37 H 4.5417 0.9128 -1.7774  C32 1.082
38 H 2.8599 1.0438 -2.1820  C32 1.108
39 H 3.9943 -0.6119 -0.0605  O33 0.976
40 H 2.5793 3.6196 -1.3411  O34 0.986
41 C -1.4121 4.4169 -1.0740  C42 1.528, O44 1.433, H45 1.073, H46 1.106
42 C -0.0248 4.4096 -0.4323  C41 1.528, O43 1.417, H47 1.086, H48 1.117
43 O 0.9763 4.4733 -1.4332  C42 1.417, H49 0.928
44 O -1.4755 3.3475 -2.0253  C41 1.433, H50 0.970
45 H -1.4603 5.2926 -1.6923  C41 1.073
46 H -2.3648 4.2673 -0.5319  C41 1.106
47 H 0.1999 3.6036 0.2601  C42 1.086
48 H 0.0350 5.3379 0.1854  C42 1.117
49 H 0.7021 3.8352 -2.0480  O43 0.928
50 H -1.6166 2.5066 -1.5621  O44 0.970
51 C 1.6243 -4.5497 0.3837  C52 1.513, O54 1.422, H55 1.067, H56 1.069
52 C 2.5873 -3.3901 0.5121  C51 1.513, O53 1.414, H57 1.107, H58 1.111
53 O 3.9489 -3.6832 0.2678  C52 1.414, H59 0.992
54 O 1.7464 -5.0565 -0.9394  C51 1.422, H60 0.951
55 H 0.6452 -4.1862 0.6045  C51 1.067
56 H 1.8250 -5.4152 0.9776  C51 1.069
57 H 2.5478 -2.8977 1.5022  C52 1.107
58 H 2.2281 -2.6404 -0.2253  C52 1.111
59 H 4.1198 -3.4348 -0.6770  O53 0.992
60 H 1.9576 -5.9805 -0.8643  O54 0.951
61 C -0.2345 -0.8762 -0.0655  C62 1.532, O64 1.411, H65 1.141, H66 1.027
62 C -0.3642 0.6407 -0.2353  C61 1.532, O63 1.464, H67 1.139, H68 1.073
63 O -1.6942 1.2504 -0.2860  C62 1.464, H69 0.982
64 O -0.9023 -1.2084 1.1323  C61 1.411, H70 0.969
65 H 0.8627 -1.1860 -0.0283  C61 1.141
66 H -0.7237 -1.3132 -0.8558  C61 1.027
67 H 0.2344 0.8113 -1.1891  C62 1.139
68 H 0.1450 1.1716 0.5465  C62 1.073
69 H -2.3754 0.5888 -0.5352  O63 0.982
70 H -1.4016 -2.0268 0.9881  O64 0.969
71 O 4.7691 -1.2855 1.6831  H72 0.970, H73 0.993
72 H 4.6528 -0.9944 2.6009  O71 0.970
73 H 4.7668 -2.2649 1.5213  O71 0.993
74 O 0.3879 -4.1429 -3.3880  H75 1.037, H76 0.975
75 H 0.8903 -4.0194 -4.2870  O74 1.037
76 H 0.9176 -4.6470 -2.7424  O74 0.975
77 O -3.0728 -2.9324 1.3060  H78 0.992, H79 0.977
78 H -3.2144 -2.2255 1.9872  O77 0.992
79 H -3.0729 -3.7911 1.7722  O77 0.977
80 O -2.0595 -2.7097 -2.5227  H81 0.960, H82 0.949
81 H -1.2996 -3.2323 -2.7910  O80 0.960
82 H -2.7093 -3.4017 -2.5153  O80 0.949
83 O -3.7122 -0.7052 -0.8027  H84 0.966, H85 0.979
84 H -3.8911 -0.3271 -1.6738  O83 0.966
85 H -3.7028 -1.6689 -0.9762  O83 0.979

Results
SMILES: OCCO.OCCO.OCCO.OCCO.OCCO.OCCO.OCCO.O.O.O.O.O
ΔE to the lowest compared entry with this formula, charge and spin: 13.92 kcal per mole
HOMO level: -9.38 eV